Below is one molecule with the formula H3N3O2 at a distorted geometry, with properties calculated with ωB97M-V with the def2-TZVPD basis set.

Geometry as XYZ:
```
8
Properties=species:S:1:pos:R:3
N 0.783 0.772 0.915
N -0.329 0.191 0.481
N -0.253 -0.383 -0.667
O 0.761 -0.474 -1.340
O -1.373 -1.164 -0.903
H 0.946 1.268 1.808
H 1.619 0.569 0.208
H -2.154 -0.778 -0.502
```

largest force on an atom: 0.0944 hartree/bohr
ΔE to the lowest compared entry with this formula, charge and spin: 0.9395 eV
E_HOMO: -0.3126 hartree
LUMO: 0.0379 Eh
SMILES string: N/N=[N+](\[O-])O
electronic energy: -316.37230 a.u.

What are the Löwdin partial charges on each atom? They are as follows, in elementary charge units:
1. N 0.0132
2. N -0.0190
3. N -0.4088
4. O -0.0139
5. O 0.0665
6. H 0.1115
7. H 0.1439
8. H 0.1066

Below is C16H11BrCl2IN2PtS2 as an isolated structure at a distorted geometry, with properties calculated with ωB97M-V with the def2-TZVPD basis set.

Geometry as XYZ:
```
36
Properties=species:S:1:pos:R:3
Pt -0.818 0.096 -0.475
Cl -0.741 1.131 1.791
C -1.411 -0.026 2.867
C -1.770 0.390 4.114
C -2.299 -0.544 5.048
C -2.419 -1.888 4.727
C -2.076 -2.330 3.463
Cl -2.277 -3.948 3.052
C -1.570 -1.388 2.461
S -1.217 -1.967 0.929
H -1.633 1.426 4.398
H -2.618 -0.192 6.021
H -2.783 -2.592 5.463
Br -6.137 0.163 -3.220
C -5.321 1.759 -2.637
C -5.931 2.980 -2.884
C -5.339 4.155 -2.442
C -4.143 4.110 -1.739
C -3.522 2.897 -1.494
C -4.122 1.734 -1.949
I -3.252 -0.164 -1.586
H -6.870 3.005 -3.419
H -5.822 5.101 -2.642
H -3.688 5.024 -1.381
H -2.585 2.857 -0.952
S 1.538 -0.240 -0.745
C 1.222 0.742 -2.071
N 2.130 1.132 -2.981
C 1.759 1.853 -4.065
C 0.435 2.181 -4.231
C -0.456 1.807 -3.224
N -0.061 1.101 -2.167
H 3.104 0.864 -2.863
H 2.530 2.147 -4.765
H 0.105 2.725 -5.103
H -1.506 2.072 -3.277
```

largest force on an atom: 0.0532 hartree/bohr
E_HOMO (spin up / spin down): -0.6131 / -0.6131 hartree
LUMO (spin up / spin down): -0.4933 / -0.4927 Eh
electronic energy: -5432.50668 a.u.
charge: +3

Atom charges from the Löwdin analysis, given in e for atoms 1 to 8:
1. Pt 0.3147
2. Cl 0.7682
3. C -0.6017
4. C -0.0101
5. C 0.1054
6. C -0.0275
7. C -0.6129
8. Cl 0.9214

Below is a 2-piece molecular cluster, CH5ClN2 overall at a distorted geometry, with properties calculated with ωB97M-V with the def2-TZVPD basis set.

Geometry as XYZ:
```
9
Properties=species:S:1:pos:R:3
C 1.056 -0.597 0.055
N 0.771 0.668 -0.027
N -1.692 0.957 0.128
Cl -2.021 -0.645 -0.159
H 1.404 -1.059 0.970
H 0.107 -1.191 -0.058
H 1.554 -1.003 -0.876
H 0.639 1.400 0.648
H -1.818 1.469 -0.679
```

largest force on an atom: 0.1038 hartree/bohr
ΔE to the lowest compared entry with this formula, charge and spin: 5.1029 eV
E_HOMO (spin up / spin down): -0.3378 / -0.3361 hartree
LUMO (spin up / spin down): -0.0048 / -0.0261 Eh
electronic energy: -610.60402 a.u.

Atom charges from the Löwdin analysis, given in e for atoms 1 to 8:
1. C -0.3424
2. N 0.0066
3. N -0.4045
4. Cl 0.5680
5. H 0.0789
6. H 0.0045
7. H 0.1050
8. H 0.0463

Below is C3H3NO3S as an isolated structure at a distorted geometry, with properties calculated with ωB97M-V with the def2-TZVPD basis set.

Geometry as XYZ:
```
11
Properties=species:S:1:pos:R:3
C 1.002 0.963 0.956
C 0.772 0.551 -0.539
C -2.177 -2.080 0.120
H 0.025 -0.631 1.569
H -3.120 -1.937 -0.855
H -2.170 -2.762 1.087
N -0.982 -1.572 0.189
O 0.360 0.337 1.881
O 1.738 1.943 1.001
O 1.242 1.105 -1.385
S -0.760 -0.459 -1.145
```

largest force on an atom: 0.1502 hartree/bohr
ΔE to the lowest compared entry with this formula, charge and spin: 3.9344 eV
E_HOMO: -0.3577 hartree
LUMO: -0.0032 Eh
electronic energy: -794.66565 a.u.

Atom charges from the Löwdin analysis, given in e for atoms 1 to 8:
1. C -0.5023
2. C -0.5544
3. C -0.2024
4. H 0.1566
5. H 0.1741
6. H 0.0991
7. N -0.4321
8. O 0.1131

Below is a 2-piece molecular cluster, C4H9NO2 overall, with properties calculated with ωB97M-V with the def2-TZVPD basis set.

Geometry as XYZ:
```
16
Properties=species:S:1:pos:R:3
H -2.659 1.444 1.452
N -1.776 1.131 1.058
C -0.804 1.615 1.713
O 0.470 1.355 1.414
H -0.862 2.283 2.576
H 0.460 0.695 0.688
C -0.604 -0.496 -1.805
C 0.123 -1.090 -0.635
C 1.440 -0.999 -0.449
O 2.060 -1.609 0.604
H -1.432 0.122 -1.443
H -1.023 -1.276 -2.454
H 0.055 0.131 -2.416
H -0.458 -1.641 0.102
H 2.086 -0.461 -1.146
H 2.923 -1.205 0.741
```

largest force on an atom: 0.0095 hartree/bohr
ΔE to the lowest compared entry with this formula, charge and spin: 1.9641 eV
E_HOMO: -0.3274 hartree
LUMO: 0.0302 Eh
SMILES string: [H]/N=C/O.C/C=C/O
electronic energy: -363.01335 a.u.

Atom charges from the Löwdin analysis, given in e for atoms 1 to 8:
1. H 0.0443
2. N 0.0977
3. C -0.3634
4. O 0.0227
5. H 0.1242
6. H 0.0587
7. C -0.1097
8. C -0.1794

Below is a 2-piece molecular cluster, C3H9NO overall, with properties calculated with ωB97M-V with the def2-TZVPD basis set.

Geometry as XYZ:
```
14
Properties=species:S:1:pos:R:3
C -1.332 2.061 -2.501
N -0.661 1.136 -1.980
C -1.361 0.037 -1.341
C -0.792 -0.160 0.054
H -2.431 2.091 -2.533
H -0.762 2.860 -2.959
H -2.449 0.156 -1.335
H -1.112 -0.850 -1.926
H -0.842 0.761 0.636
H -1.291 -0.960 0.598
H 0.250 -0.451 -0.040
O 4.099 -2.321 4.094
H 5.036 -2.363 4.342
H 3.648 -1.996 4.889
```

largest force on an atom: 0.0092 hartree/bohr
ΔE to the lowest compared entry with this formula, charge and spin: 1.4265 eV
E_HOMO: -0.3556 hartree
LUMO: 0.0391 Eh
SMILES string: C=NCC.O
electronic energy: -249.66127 a.u.

Atom charges from the Löwdin analysis, given in e for atoms 1 to 8:
1. C -0.0698
2. N -0.0501
3. C -0.3197
4. C -0.1087
5. H 0.0748
6. H 0.0608
7. H 0.0995
8. H 0.1083

Below is C5H8S3 as an isolated structure at a distorted geometry, with properties calculated with ωB97M-V with the def2-TZVPD basis set.

Geometry as XYZ:
```
16
Properties=species:S:1:pos:R:3
C -0.607 -0.257 1.123
C -0.767 -0.546 -0.514
C 0.474 0.200 -0.918
C 0.664 1.429 -0.235
C 0.668 0.499 1.113
H 1.613 -1.461 1.669
H -1.569 0.321 1.202
H -1.528 0.064 -0.971
H -2.564 -1.130 -2.369
H 0.681 0.356 -1.979
H -0.175 2.093 -0.553
H 1.685 1.910 -0.391
H 0.745 0.961 2.116
S -0.181 -1.778 1.904
S -1.084 -2.045 -1.344
S 1.944 -0.615 0.146
```

largest force on an atom: 0.0932 hartree/bohr
ΔE to the lowest compared entry with this formula, charge and spin: 7.1441 eV
E_HOMO: -0.2956 hartree
LUMO: -0.0464 Eh
electronic energy: -1389.60301 a.u.

Atom charges from the Löwdin analysis, given in e for atoms 1 to 8:
1. C -0.7300
2. C -0.8604
3. C -0.5486
4. C -0.2310
5. C -0.5052
6. H -0.0090
7. H 0.1387
8. H 0.0358